Below is an isolated molecule of C3H6FNO2S, with properties calculated with ωB97M-V/def2-TZVPD.

The geometry in ORCA input format:
```
! RIJCOSX wB97M-V def2-TZVPD def2/J DEFGRID3
* xyz 0 1
C -0.53 -2.13 -1.32
C -0.06 -1.37 0.11
C 0.15 -0.18 0.79
N 0.86 2.39 1.04
O 0.27 1.44 -1.25
O -1.51 1.82 0.42
F 0.57 -0.21 2.06
S -0.16 1.45 0.12
H -0.79 -1.39 -2.07
H -1.37 -2.74 -1.04
H 0.18 -2.21 0.77
H 0.33 -2.72 -1.62
H 0.37 3.17 1.45
H 1.69 2.67 0.55
*
```

Values from the calculation:
ΔE to the lowest compared entry with this formula, charge and spin = 3.85 kcal per mole
frontier orbital gap = 10.6 eV
SMILES = C/C=C(/F)S(N)(=O)=O
energy = -22343.8832 eV

Below is a structure of composition C3H6FO2Rh, with properties calculated with ωB97M-V/def2-TZVPD.

The geometry in ORCA input format:
```
! RIJCOSX wB97M-V def2-TZVPD def2/J DEFGRID3
* xyz 1 6
O -2.64 0.05 -0.10
C -1.67 -0.60 -0.64
C -0.35 -0.38 -0.30
O -0.17 0.68 0.59
C 1.08 0.72 1.27
Rh -2.01 1.45 1.12
H -1.89 -1.44 -1.33
H 1.15 -0.47 -2.10
H 1.87 1.03 0.57
H 1.00 1.45 2.08
H 1.33 -0.27 1.67
H 0.38 -1.20 -0.29
F 1.93 -1.01 -2.54
*
```

Values from the calculation:
ΔE to the lowest compared entry with this formula, charge and spin = 0.00 kcal per mole
frontier orbital gap (alpha / beta) = 6.9 / 8.2 eV
expectation value of S² = 8.77
energy = -13014.0630 eV

Below is a structure of composition C3H6GdO3, with properties calculated with ωB97M-V/def2-TZVPD.

The geometry in ORCA input format:
```
! RIJCOSX wB97M-V def2-TZVPD def2/J DEFGRID3
* xyz 2 9
O -1.65 -1.33 -0.78
Gd 0.22 -1.50 0.18
C 1.00 0.99 2.46
O 0.50 0.59 1.17
C 0.09 1.65 0.33
C 0.04 1.06 -1.06
O -0.53 1.27 -2.07
H 1.47 0.11 2.90
H 1.74 1.79 2.33
H 0.16 1.32 3.08
H 0.82 2.48 0.34
H -0.91 2.01 0.61
H -1.85 -1.39 -1.71
*
```

Values from the calculation:
ΔE to the lowest compared entry with this formula, charge and spin = 37.50 kcal per mole
frontier orbital gap (alpha / beta) = 6.3 / 8.5 eV
expectation value of S² = 20.08
energy = -30165.2411 eV

Below is a structure of composition C3H6GdO3, with properties calculated with ωB97M-V/def2-TZVPD.

The geometry in ORCA input format:
```
! RIJCOSX wB97M-V def2-TZVPD def2/J DEFGRID3
* xyz 2 9
C 1.34 0.73 0.71
C 0.10 0.23 0.87
O -0.88 0.57 -0.07
C -2.10 0.12 0.08
O -2.71 0.59 -1.00
Gd -1.36 2.06 -2.42
H 2.01 0.68 1.57
H 1.62 1.20 -0.22
H -0.32 -0.13 1.81
H -3.63 0.30 -1.07
H 1.28 -2.13 0.35
O 2.28 -2.17 0.17
H 2.37 -2.04 -0.78
*
```

Values from the calculation:
ΔE to the lowest compared entry with this formula, charge and spin = 135.99 kcal per mole
frontier orbital gap (alpha / beta) = 6.6 / 3.3 eV
expectation value of S² = 20.39
energy = -30160.9700 eV

Below is a cluster of 2 separate species, C3H6I2N in total, with properties calculated with ωB97M-V/def2-TZVPD.

The geometry in ORCA input format:
```
! RIJCOSX wB97M-V def2-TZVPD def2/J DEFGRID3
* xyz 1 1
C -0.08 -0.90 1.11
C 0.52 0.21 0.38
C 0.03 0.45 1.82
N -0.28 0.78 -0.78
I 1.05 0.86 3.60
I -2.30 2.16 1.34
H -1.04 -1.21 0.74
H 0.42 -1.69 1.47
H 1.52 0.27 0.09
H 0.24 1.62 -1.02
H -1.29 0.82 -0.51
H -0.29 0.18 -1.61
*
```

Values from the calculation:
ΔE to the lowest compared entry with this formula, charge and spin = 39.66 kcal per mole
frontier orbital gap (alpha / beta) = 7.5 / 6.8 eV
energy = -20889.3932 eV

Below is a structure of composition C3H6I2NO2P, with properties calculated with ωB97M-V/def2-TZVPD.

The geometry in ORCA input format:
```
! RIJCOSX wB97M-V def2-TZVPD def2/J DEFGRID3
* xyz 0 1
C 0.43 -1.25 1.57
C 0.95 -0.60 0.20
C -1.14 -0.19 -0.88
N 0.01 0.33 -0.35
O 0.81 -2.28 2.05
O -0.36 -0.35 2.19
P -2.57 -0.76 0.62
I -3.28 1.49 1.31
I -4.38 -1.38 -0.84
H 1.00 -1.49 -0.39
H 1.86 0.04 0.59
H -1.10 -1.10 -1.28
H -1.83 0.53 -1.35
H -0.68 0.36 1.49
H 0.50 1.09 -0.93
*
```

Values from the calculation:
ΔE to the lowest compared entry with this formula, charge and spin = 0.00 kcal per mole
frontier orbital gap = 8.3 eV
energy = -34283.0012 eV

Below is a cluster of 2 separate species, C3H6I2Si in total, with properties calculated with ωB97M-V/def2-TZVPD.

The geometry in ORCA input format:
```
! RIJCOSX wB97M-V def2-TZVPD def2/J DEFGRID3
* xyz 0 1
C 0.31 -0.51 2.11
C -0.23 0.35 1.36
C 1.27 0.32 -2.17
Si -1.38 0.04 -0.18
I -3.09 1.84 -0.27
I -2.07 -2.36 -0.28
H 0.80 -0.36 3.03
H 0.07 -1.52 1.84
H -0.37 1.38 1.73
H 0.92 0.36 -3.22
H 1.89 1.10 -1.82
H 1.89 -0.64 -2.12
*
```

Values from the calculation:
ΔE to the lowest compared entry with this formula, charge and spin = 105.06 kcal per mole
frontier orbital gap (alpha / beta) = 8.2 / 7.0 eV
energy = -27284.7215 eV

Below is a cluster of 2 separate species, C3H6INO2 in total, with properties calculated with ωB97M-V/def2-TZVPD.

The geometry in ORCA input format:
```
! RIJCOSX wB97M-V def2-TZVPD def2/J DEFGRID3
* xyz 0 1
C -1.54 0.82 -0.93
C 1.83 -0.25 -0.03
C -0.26 0.09 -1.00
N -1.63 1.62 0.18
O -2.43 0.74 -1.78
O 0.63 0.54 -0.09
I -0.06 -0.11 3.79
H 2.09 -0.43 -1.06
H 1.77 -1.14 0.46
H 2.68 0.31 0.34
H -0.09 -0.89 -1.52
H -0.80 1.71 0.72
H -2.46 2.21 0.42
*
```

Values from the calculation:
ΔE to the lowest compared entry with this formula, charge and spin = 62.79 kcal per mole
frontier orbital gap (alpha / beta) = 9.6 / 4.5 eV
energy = -16891.5303 eV